# 1
72
Properties=species:S:1:pos:R:3 method="wB97M-V/def2-TZVPD" homo_ev=-9.621 homo_lumo_gap_ev=10.07 de_lowest_ev=3.164 lumo_energy_ev=0.450 e_tot_ha=-1240.191791
C -4.045 0.513 -1.879
C -3.117 0.357 -3.080
O -1.872 0.965 -2.798
H -3.551 0.406 -0.908
H -4.875 -0.199 -1.878
H -4.466 1.520 -1.833
H -3.679 0.759 -3.924
H -2.944 -0.687 -3.366
H -1.541 0.585 -1.976
C 4.034 0.049 -0.616
C 3.718 -0.261 -2.093
O 4.448 0.579 -2.951
H 3.690 1.030 -0.273
H 5.119 0.071 -0.499
H 3.608 -0.696 0.060
H 2.635 -0.239 -2.268
H 4.013 -1.302 -2.236
H 4.147 1.486 -2.853
C 2.216 4.382 1.028
C 1.972 5.845 0.750
O 1.338 5.981 -0.553
H 1.300 3.787 1.034
H 2.471 4.349 2.094
H 2.960 3.915 0.391
H 2.934 6.359 0.789
H 1.232 6.312 1.401
H 1.294 6.926 -0.731
C 0.721 -1.313 -4.581
C -0.026 -2.026 -3.443
O -0.073 -3.447 -3.701
H 0.254 -1.559 -5.532
H 1.785 -1.566 -4.632
H 0.711 -0.232 -4.418
H -1.048 -1.731 -3.698
H 0.379 -1.773 -2.468
H 0.445 -3.865 -3.005
C 0.635 -3.601 3.222
C -0.162 -4.695 2.531
O 0.014 -5.973 3.145
H 1.033 -2.827 2.566
H 1.413 -3.998 3.874
H -0.019 -3.048 3.913
H 0.204 -4.791 1.507
H -1.229 -4.472 2.462
H -0.175 -5.859 4.083
C -3.759 -3.527 -0.963
C -2.627 -3.781 0.042
O -1.379 -3.289 -0.511
H -4.665 -3.994 -0.558
H -3.552 -3.944 -1.945
H -3.954 -2.457 -1.030
H -2.499 -4.832 0.283
H -2.868 -3.189 0.929
H -1.409 -2.361 -0.255
C -0.064 3.306 4.391
C -0.899 3.926 3.276
O -0.969 3.105 2.113
H 0.762 2.716 4.000
H -0.696 2.664 5.006
H 0.322 4.097 5.033
H -0.508 4.908 2.981
H -1.917 4.152 3.617
H -0.935 3.696 1.354
C 1.088 0.432 1.544
C 0.103 -0.150 0.569
O -1.000 0.742 0.412
H 2.010 -0.136 1.720
H 0.670 0.479 2.554
H 1.469 1.392 1.195
H -0.159 -1.173 0.858
H 0.581 -0.167 -0.419
H -1.048 1.367 1.151

# 2
17
Properties=species:S:1:pos:R:3 method="wB97M-V/def2-TZVPD" homo_ev=-14.076 homo_lumo_gap_ev=10.71 de_lowest_ev=1.792 charge=+1 lumo_energy_ev=-3.367 e_tot_ha=-288.348194
C -0.723 2.610 1.049
C -0.982 2.097 -0.317
N -0.400 0.650 -0.392
H -0.607 1.799 1.808
H 0.050 3.343 1.317
H -1.506 3.209 1.584
H -2.015 1.703 -0.474
H -0.616 2.648 -1.182
H 0.631 0.557 -0.509
H -0.697 0.049 -1.170
H -0.333 0.264 0.558
H 3.117 -3.550 0.402
H 3.141 -4.019 1.960
O 2.843 -3.374 1.294
H -0.497 -2.989 -1.298
H -0.970 -2.706 -2.659
O -0.435 -2.291 -1.973

# 3
4
Properties=species:S:1:pos:R:3 method="wB97M-V/def2-TZVPD" homo_ev="-8.673 / -10.168" homo_lumo_gap_ev="8.14 / 8.75" de_lowest_ev=3.514 lumo_energy_ev="-0.533 / -1.418" e_tot_ha=-2916.429736
P 0.572 -0.573 0.317
Br 2.014 0.348 -1.023
H -0.089 0.634 0.587
H -2.497 -0.409 0.119

# 4
20
Properties=species:S:1:pos:R:3 method="wB97M-V/def2-TZVPD" homo_ev=-14.266 homo_lumo_gap_ev=10.09 de_lowest_ev=3.376 charge=+1 lumo_energy_ev=-4.172 e_tot_ha=-531.786527
C -0.866 1.697 -0.203
C -1.119 1.124 1.028
C 0.121 0.831 -0.785
C 1.579 -0.376 -1.951
C 1.249 -1.206 -0.226
C -2.048 1.517 2.101
C 0.855 -2.629 -0.303
N 0.273 -0.183 0.025
N 0.795 0.747 -1.944
O 2.474 -0.726 -2.665
O -0.564 -0.112 1.112
H -1.246 2.638 -0.434
H 2.003 -1.125 0.514
H -2.930 0.760 2.252
H -1.518 1.819 3.079
H -2.421 2.519 1.928
H 0.026 -2.801 -0.927
H 0.592 -2.900 0.698
H 1.735 -3.075 -0.727
H 1.010 1.482 -2.573

# 5
67
Properties=species:S:1:pos:R:3 method="wB97M-V/def2-TZVPD" homo_ev="-20.062 / -20.424" homo_lumo_gap_ev="5.98 / 4.56" spin_multiplicity=7 charge=+4 lumo_energy_ev="-14.077 / -15.861" e_tot_ha=-5715.026446
I 2.524 -2.265 -3.091
I 3.495 0.712 -1.814
Co -1.551 0.417 -2.483
V 0.144 -1.390 -2.729
S -0.027 0.446 -3.985
C -1.038 -2.541 -3.522
C -1.993 -1.050 -1.588
C -0.186 0.078 -5.990
C 0.807 1.089 -6.530
C -1.631 0.310 -6.379
C 0.260 -1.332 -6.285
C -1.799 1.636 -1.271
C -2.806 1.178 -3.412
O -2.427 -1.831 -0.825
O -1.931 -3.108 -4.043
O -1.934 2.543 -0.555
O -3.546 1.837 -4.020
H 0.846 1.032 -7.620
H 1.811 0.868 -6.153
H 0.562 2.118 -6.257
H -1.719 0.241 -7.476
H -2.008 1.290 -6.061
H -2.276 -0.470 -5.944
H 0.390 -1.414 -7.373
H -0.477 -2.078 -5.975
H 1.217 -1.571 -5.806
C -3.125 0.049 1.865
Si -1.685 -0.673 2.822
C -1.807 -0.135 4.623
C -1.771 -2.543 2.723
Si 0.312 0.065 1.963
Te 0.918 0.088 -0.530
Si 0.744 2.215 2.710
C 1.329 2.163 4.492
C 2.075 3.008 1.659
C -0.840 3.205 2.564
Si 2.021 -1.318 2.694
C 1.769 -1.670 4.523
C 1.970 -2.907 1.704
C 3.654 -0.451 2.397
H -4.041 -0.479 2.164
H -3.012 -0.094 0.783
H -3.258 1.118 2.059
H -2.784 -0.462 5.010
H -1.033 -0.591 5.252
H -1.752 0.952 4.748
H -1.784 -2.872 1.677
H -0.948 -3.043 3.247
H -2.713 -2.876 3.182
H 2.262 1.603 4.615
H 1.514 3.200 4.807
H 0.582 1.736 5.171
H 1.753 3.123 0.618
H 2.272 4.005 2.084
H 3.015 2.445 1.652
H -1.163 3.297 1.517
H -1.671 2.764 3.126
H -0.651 4.208 2.974
H 0.812 -2.162 4.735
H 2.571 -2.350 4.844
H 1.833 -0.768 5.141
H 1.993 -2.722 0.624
H 2.855 -3.501 1.980
H 1.075 -3.500 1.933
H 3.834 -0.266 1.332
H 3.724 0.505 2.928
H 4.445 -1.115 2.775

# 6
27
Properties=species:S:1:pos:R:3 method="wB97M-V/def2-TZVPD" homo_ev=-8.869 homo_lumo_gap_ev=9.55 de_lowest_ev=1.990 lumo_energy_ev=0.679 e_tot_ha=-557.106278
C 1.917 -0.793 -1.351
C -0.570 1.200 0.587
C -0.327 -0.138 1.351
C 0.259 0.093 0.013
C -0.368 -0.849 -1.319
C 0.096 2.487 0.968
C 0.601 -0.225 2.521
C -1.052 -2.065 -0.838
C -1.185 0.088 -2.244
N 1.621 0.094 -0.330
O 3.050 -1.099 -1.471
O 0.831 -1.293 -1.934
H -1.485 1.386 0.204
H -1.253 -0.681 1.316
H -0.368 2.899 1.866
H 0.106 3.048 0.043
H 1.120 2.219 1.220
H 0.792 -1.189 2.843
H 0.159 0.385 3.328
H 1.624 0.228 2.555
H -0.474 -2.458 0.041
H -1.083 -2.788 -1.529
H -2.078 -1.857 -0.652
H -0.790 1.085 -2.382
H -2.276 0.100 -1.825
H -1.153 -0.583 -3.134
H 2.287 0.705 0.151